Formula: C19H10F5N3O2STi
Source: the OMol25 dataset
Level of theory: ωB97M-V with the def2-TZVPD basis set

Results
HOMO-LUMO gap (alpha / beta) in eV: 6.6 / 7.1
2S+1: 3
Largest force on an atom in eV/Å: 4.14
Total charge: 0
Energy above the lowest of the compared OMol25 structures with the same formula, charge and spin in eV: 0.000
LUMO energy (alpha / beta) in Eh: -0.011 / -0.048

Atoms and positions in Å:
Ti 0.02 0.16 -0.13
O 3.33 4.32 -0.20
C 4.13 3.26 -0.40
C 5.50 3.49 -0.48
C 6.38 2.45 -0.72
C 5.91 1.15 -0.87
C 4.55 0.91 -0.77
C 3.65 1.95 -0.53
C 2.22 1.64 -0.47
O 1.81 0.39 -0.41
N 1.34 2.61 -0.57
N 0.08 2.04 -0.55
C -0.99 2.63 -1.06
C -2.10 1.77 -1.15
C -3.35 2.12 -1.70
C -4.34 1.19 -1.80
C -4.10 -0.11 -1.32
C -2.87 -0.42 -0.80
N -1.85 0.48 -0.72
H 2.40 4.04 -0.34
H 5.85 4.51 -0.37
H 7.44 2.66 -0.81
H 6.59 0.34 -1.06
H 4.16 -0.10 -0.87
H -0.98 3.65 -1.43
H -3.48 3.13 -2.06
H -5.30 1.44 -2.24
H -4.87 -0.87 -1.36
H -2.66 -1.41 -0.43
F 0.06 -2.70 5.95
C 0.03 -2.60 4.63
C -0.07 -1.36 4.03
F -0.15 -0.25 4.77
C -0.10 -1.29 2.65
F -0.22 -0.03 2.09
C -0.02 -2.38 1.80
S -0.03 -2.25 0.07
C 0.08 -3.62 2.45
F 0.15 -4.73 1.72
C 0.11 -3.73 3.83
F 0.21 -4.92 4.40

Mulliken atomic charges, in units of e: atom 1 (Ti): 1.07, atom 2 (O): -0.66, atom 3 (C): 0.30, atom 4 (C): -0.64, atom 5 (C): -0.33, atom 6 (C): -0.73, atom 7 (C): -0.52, atom 8 (C): 0.37, atom 9 (C): 1.16, atom 10 (O): -0.74, atom 11 (N): -1.21, atom 12 (N): 0.19, atom 13 (C): -0.60, atom 14 (C): 0.72, atom 15 (C): -0.95, atom 16 (C): -0.16, atom 17 (C): -0.86, atom 18 (C): -0.07, atom 19 (N): -0.09, atom 20 (H): 0.56, atom 21 (H): 0.43, atom 22 (H): 0.37, atom 23 (H): 0.40, atom 24 (H): 0.46, atom 25 (H): 0.39, atom 26 (H): 0.38, atom 27 (H): 0.42, atom 28 (H): 0.38, atom 29 (H): 0.43, atom 30 (F): -0.29, atom 31 (C): 0.82, atom 32 (C): -0.43, atom 33 (F): -0.29, atom 34 (C): 0.45, atom 35 (F): -0.27, atom 36 (C): 0.38, atom 37 (S): -0.40, atom 38 (C): 0.21, atom 39 (F): -0.33, atom 40 (C): -0.04, atom 41 (F): -0.28

Formula: C38H28BrCl5N11O2Zr
Source: the OMol25 dataset
Level of theory: ωB97M-V with the def2-TZVPD basis set

Results
HOMO-LUMO gap in eV: 7.2
Largest force on an atom in eV/Å: 1.49
Total charge: -1
Energy above the lowest of the compared OMol25 structures with the same formula, charge and spin in eV: 0.357
LUMO energy in Eh: 0.070

Atoms and positions in Å:
Zr 0.83 0.75 -0.06
Br 1.10 0.96 -7.57
C 1.07 1.32 -5.71
C 2.16 1.94 -5.11
C 2.15 2.20 -3.75
C 1.06 1.80 -2.96
O 1.08 1.99 -1.66
C -0.04 1.19 -3.59
C -1.24 0.93 -2.82
N -1.26 0.93 -1.55
C -2.50 0.94 -0.87
C -3.72 0.51 -1.37
C -4.87 0.65 -0.62
C -4.78 1.25 0.63
C -3.56 1.68 1.14
C -3.47 2.38 2.41
C -2.30 2.83 2.83
C -1.04 2.56 2.06
N -1.10 1.78 0.85
C -2.37 1.47 0.42
C -0.04 0.97 -4.97
H 3.02 2.22 -5.71
H 2.99 2.68 -3.27
H -2.17 0.85 -3.40
H -3.76 0.03 -2.34
H -5.82 0.29 -0.99
H -5.67 1.41 1.23
H -4.38 2.58 2.96
H -2.20 3.39 3.74
H -0.49 3.49 1.89
H -0.90 0.51 -5.43
N 2.51 -0.24 3.38
C 2.82 -0.95 2.24
N 3.72 -1.91 2.28
N 3.74 -2.37 1.00
N 2.92 -1.73 0.27
N 2.28 -0.78 1.02
C 1.45 0.60 3.46
N 0.94 1.07 4.61
N -0.06 1.84 4.25
N -0.13 1.80 2.97
N 0.80 1.06 2.40
H 2.93 -0.56 4.24
Cl 1.81 4.04 2.61
C 3.11 3.32 1.67
C 2.84 2.36 0.70
C 3.98 1.97 0.02
Cl 3.79 0.78 -1.24
C 5.28 2.42 0.26
Cl 6.62 1.84 -0.66
C 5.48 3.36 1.26
Cl 7.06 3.94 1.61
C 4.38 3.81 1.97
Cl 4.62 5.00 3.21
C -3.11 -1.79 2.85
C -1.80 -1.08 3.12
O -0.74 -1.54 2.31
C -0.15 -2.76 2.77
C 0.25 -3.64 1.61
H -3.88 -1.42 3.52
H -3.03 -2.87 3.00
H -3.44 -1.61 1.83
H -1.51 -1.15 4.18
H -1.92 -0.02 2.90
H -0.86 -3.28 3.43
H 0.73 -2.51 3.38
H -0.63 -3.99 1.06
H 0.80 -4.50 1.98
H 0.90 -3.11 0.91
C -2.87 -3.63 -1.97
C -2.74 -2.80 -0.84
C -1.63 -2.01 -0.69
C -0.58 -1.99 -1.64
C 0.58 -1.15 -1.47
C 1.56 -1.32 -2.42
C 1.45 -2.18 -3.54
C 0.32 -2.92 -3.72
C -0.71 -2.85 -2.75
C -1.87 -3.66 -2.90
H -3.75 -4.25 -2.09
H -3.51 -2.78 -0.08
H -1.54 -1.41 0.21
H 2.49 -0.78 -2.35
H 2.26 -2.23 -4.25
H 0.21 -3.58 -4.57
H -1.94 -4.30 -3.76

Mulliken atomic charges, in units of e: atom 1 (Zr): -0.51, atom 2 (Br): -0.24, atom 3 (C): -0.30, atom 4 (C): -0.47, atom 5 (C): -0.56, atom 6 (C): 0.24, atom 7 (O): -0.71, atom 8 (C): 0.18, atom 9 (C): 0.02, atom 10 (N): 0.67, atom 11 (C): -0.55, atom 12 (C): -0.14, atom 13 (C): -1.32, atom 14 (C): -0.74, atom 15 (C): 1.58, atom 16 (C): -1.40, atom 17 (C): -1.05, atom 18 (C): 0.05, atom 19 (N): 0.09, atom 20 (C): -0.02, atom 21 (C): -0.56, atom 22 (H): 0.44, atom 23 (H): 0.57, atom 24 (H): 0.30, atom 25 (H): 0.31, atom 26 (H): 0.36, atom 27 (H): 0.38, atom 28 (H): 0.39, atom 29 (H): 0.43, atom 30 (H): 0.77, atom 31 (H): 0.49, atom 32 (N): 0.10, atom 33 (C): -0.47, atom 34 (N): -0.61, atom 35 (N): -0.92, atom 36 (N): -0.39, atom 37 (N): 1.38, atom 38 (C): -0.52, atom 39 (N): -0.74, atom 40 (N): -0.97, atom 41 (N): 0.55, atom 42 (N): 1.84, atom 43 (H): 0.34, atom 44 (Cl): -0.29, atom 45 (C): 1.36, atom 46 (C): -1.42, atom 47 (C): 2.16, atom 48 (Cl): -0.34, atom 49 (C): -0.75, atom 50 (Cl): -0.22, atom 51 (C): 0.72, atom 52 (Cl): -0.22, atom 53 (C): -0.65, atom 54 (Cl): -0.21, atom 55 (C): -1.21, atom 56 (C): 0.14, atom 57 (O): 0.42, atom 58 (C): -0.64, atom 59 (C): -1.05, atom 60 (H): 0.49, atom 61 (H): 0.38, atom 62 (H): -0.04, atom 63 (H): 0.48, atom 64 (H): -0.38, atom 65 (H): 0.61, atom 66 (H): 0.24, atom 67 (H): 0.29, atom 68 (H): 0.50, atom 69 (H): 0.00, atom 70 (C): -1.17, atom 71 (C): -0.40, atom 72 (C): 1.19, atom 73 (C): -0.93, atom 74 (C): 2.66, atom 75 (C): -0.08, atom 76 (C): -1.10, atom 77 (C): -1.29, atom 78 (C): 1.33, atom 79 (C): -0.86, atom 80 (H): 0.39, atom 81 (H): 0.43, atom 82 (H): -0.92, atom 83 (H): -0.12, atom 84 (H): 0.45, atom 85 (H): 0.38, atom 86 (H): 0.38

Formula: C18H25N3O3
Source: the OMol25 dataset
Level of theory: ωB97M-V with the def2-TZVPD basis set

Results
HOMO-LUMO gap in eV: 9.2
Structure (SMILES): [H]/N=C1\N[C@@H]([C@@]23C[C@@H]4C[C@@](O)(C[C@@](O)(C4)C2)C3)C(=O)N2[C@@H]1C[C@@H]1C[C@@H]12
Largest force on an atom in eV/Å: 5.06
Total charge: 0
Energy above the lowest of the compared OMol25 structures with the same formula, charge and spin in eV: 5.097
LUMO energy in Eh: 0.021

Atoms and positions in Å:
H 2.74 2.26 1.06
N 3.34 1.83 0.38
C 2.73 0.70 0.14
N 1.57 0.62 0.94
C 0.61 -0.54 0.82
C -0.81 0.14 0.64
C -1.23 1.14 1.83
C -2.60 1.82 1.49
C -3.74 0.90 1.34
C -3.34 -0.19 0.30
O -4.30 -1.26 0.45
C -3.30 0.54 -1.02
C -2.17 1.59 -0.94
O -2.11 2.37 -2.07
C -2.33 2.54 0.19
C -0.82 0.91 -0.80
C -1.99 -0.80 0.68
C 1.13 -1.71 -0.11
O 0.40 -2.64 -0.26
N 2.32 -1.61 -0.80
C 3.15 -0.40 -0.83
C 4.58 -0.91 -0.42
C 4.59 -2.42 -0.74
C 4.16 -2.83 -2.07
C 3.18 -2.85 -0.91
H 1.20 1.40 1.45
H 0.53 -1.05 1.76
H -1.44 0.63 2.81
H -0.51 1.94 2.11
H -2.80 2.50 2.31
H -3.97 0.49 2.31
H -4.64 1.38 0.98
H -4.47 -1.58 1.32
H -4.19 1.23 -1.15
H -3.17 -0.07 -1.88
H -2.99 2.78 -2.28
H -1.39 3.18 0.21
H -3.24 3.04 0.04
H -0.66 0.16 -1.62
H -0.13 1.77 -1.02
H -1.94 -1.58 -0.10
H -1.99 -1.35 1.62
H 3.16 0.02 -1.79
H 4.84 -0.67 0.61
H 5.34 -0.56 -1.07
H 5.15 -3.07 -0.01
H 4.63 -3.84 -2.32
H 4.21 -2.14 -2.94
H 2.69 -3.77 -0.61

Mulliken atomic charges, in units of e: atom 1 (H): 0.22, atom 2 (N): -0.93, atom 3 (C): -0.05, atom 4 (N): -0.13, atom 5 (C): -0.68, atom 6 (C): 1.79, atom 7 (C): -1.26, atom 8 (C): 0.72, atom 9 (C): -1.76, atom 10 (C): 1.61, atom 11 (O): -0.69, atom 12 (C): -1.99, atom 13 (C): 1.84, atom 14 (O): -0.65, atom 15 (C): -1.55, atom 16 (C): -1.90, atom 17 (C): -1.73, atom 18 (C): 0.09, atom 19 (O): -0.65, atom 20 (N): 0.04, atom 21 (C): 0.50, atom 22 (C): -0.88, atom 23 (C): 0.08, atom 24 (C): -0.75, atom 25 (C): -0.54, atom 26 (H): 0.41, atom 27 (H): 0.47, atom 28 (H): 0.23, atom 29 (H): 0.39, atom 30 (H): 0.44, atom 31 (H): 0.53, atom 32 (H): 0.35, atom 33 (H): 0.38, atom 34 (H): 0.43, atom 35 (H): 0.32, atom 36 (H): 0.49, atom 37 (H): 0.34, atom 38 (H): 0.55, atom 39 (H): 0.40, atom 40 (H): 0.33, atom 41 (H): 0.20, atom 42 (H): 0.60, atom 43 (H): 0.27, atom 44 (H): 0.44, atom 45 (H): 0.30, atom 46 (H): 0.34, atom 47 (H): 0.28, atom 48 (H): 0.22, atom 49 (H): 0.53

Formula: C6H5BrNO2
Source: the OMol25 dataset
Level of theory: ωB97M-V with the def2-TZVPD basis set

Results
HOMO-LUMO gap in eV: 6.6
Largest force on an atom in eV/Å: 2.58
Total charge: -1
Energy above the lowest of the compared OMol25 structures with the same formula, charge and spin in eV: 4.968
LUMO energy in Eh: 0.132

Atoms and positions in Å:
C -0.43 0.83 -0.64
C -1.41 1.63 -0.20
C -0.38 -1.52 0.69
C -2.45 2.40 0.23
C 0.91 -1.47 -0.15
C 2.16 -0.91 0.52
N -0.18 -0.47 -0.22
O -3.44 2.61 0.85
O -1.68 3.13 -0.59
Br -1.50 -3.05 -0.08
H 0.25 1.28 -1.40
H 0.83 -2.24 -0.90
H 2.56 -0.22 -0.20
H 2.87 -1.66 0.66
H 1.89 -0.32 1.42

Mulliken atomic charges, in units of e: atom 1 (C): -0.47, atom 2 (C): 0.35, atom 3 (C): -0.57, atom 4 (C): 0.56, atom 5 (C): -0.17, atom 6 (C): -1.23, atom 7 (N): 0.27, atom 8 (O): -0.59, atom 9 (O): -0.45, atom 10 (Br): -0.40, atom 11 (H): 0.28, atom 12 (H): 0.46, atom 13 (H): 0.26, atom 14 (H): 0.41, atom 15 (H): 0.29